90
Properties=species:S:1:pos:R:3 method="wB97M-V/def2-TZVPD" e_tot_ha=-4160.49997 fmax_ev_per_a=0.53 charge=+2 e_homo_ev=-13.10
Rh 0.085 0.060 0.181
C 2.986 -0.415 1.013
C 2.730 0.470 2.217
C 1.407 0.369 2.939
C 1.448 0.439 4.326
C 0.285 0.544 5.067
C -0.916 0.606 4.387
C -0.896 0.498 3.013
N 0.222 0.337 2.286
N 2.267 0.044 -0.184
C 2.596 1.421 -0.613
C 1.630 2.457 -0.087
C 2.013 3.777 0.062
C 1.088 4.716 0.492
C -0.202 4.298 0.778
C -0.519 2.963 0.624
N 0.371 2.063 0.186
C 2.449 -0.896 -1.302
C 1.368 -0.673 -2.326
C 1.552 -0.987 -3.659
C 0.553 -0.684 -4.574
C -0.575 -0.016 -4.134
C -0.694 0.266 -2.786
N 0.226 -0.104 -1.888
H 2.636 -1.429 1.210
H 4.063 -0.455 0.813
H 2.870 1.519 1.941
H 3.510 0.270 2.949
H 2.410 0.442 4.819
H 0.323 0.603 6.147
H -1.863 0.720 4.895
H -1.824 0.549 2.466
H 2.547 1.456 -1.704
H 3.621 1.689 -0.341
H 3.035 4.060 -0.156
H 1.376 5.752 0.613
H -0.964 4.982 1.123
H -1.508 2.593 0.860
H 2.397 -1.909 -0.906
H 3.432 -0.764 -1.769
H 2.481 -1.440 -3.977
H 0.676 -0.932 -5.620
H -1.364 0.282 -4.809
H -1.545 0.805 -2.408
C -4.584 4.017 0.779
C -4.011 3.719 -0.452
C -3.410 2.485 -0.654
C -3.379 1.518 0.355
C -3.960 1.837 1.583
C -4.556 3.074 1.796
Ge -2.441 -0.196 0.131
C -3.072 -1.012 -1.545
C -3.918 -0.372 -2.447
C -4.326 -1.008 -3.615
C -3.907 -2.301 -3.890
C -3.109 -2.971 -2.972
C -2.707 -2.330 -1.811
C -3.205 -1.413 1.483
C -4.579 -1.642 1.365
C -5.236 -2.498 2.236
C -4.530 -3.147 3.241
C -3.166 -2.933 3.370
C -2.516 -2.073 2.493
H -5.058 4.976 0.939
H -4.037 4.446 -1.253
H -2.947 2.290 -1.617
H -3.985 1.099 2.379
H -5.011 3.296 2.753
H -4.283 0.627 -2.245
H -4.986 -0.494 -4.303
H -4.231 -2.796 -4.796
H -2.824 -4.001 -3.151
H -2.138 -2.879 -1.073
H -5.149 -1.148 0.585
H -6.301 -2.659 2.131
H -5.043 -3.812 3.923
H -2.612 -3.426 4.160
H -1.454 -1.896 2.615
O 0.489 -2.050 0.444
N 0.111 -3.295 0.209
C 0.206 -3.796 -1.041
C -0.104 -5.111 -1.296
C -0.522 -5.930 -0.256
C -0.595 -5.398 1.021
C -0.264 -4.077 1.233
H 0.512 -3.087 -1.798
H -0.019 -5.480 -2.308
H -0.773 -6.966 -0.436
H -0.900 -5.996 1.867
H -0.270 -3.601 2.199